(1)
This record from OMol25 describes a molecular structure, C26H20AgBN5O6. The level of theory is ωB97M-V with the def2-TZVPD basis set.

The calculation puts the total energy at -51699.029 eV. As for the total charge: -1. The value obtained for the molecular weight is 617.16 g mol⁻¹. For the HOMO-LUMO gap, the calculation gives 6.71 eV. Its spin multiplicity is 1. The value obtained for the maximum force is 0.0065 Eh/bohr. As for the energy above the lowest of the compared OMol25 structures with the same formula, charge and spin: 0.0000 eV.

CARTESIAN COORDINATES (ANGSTROEM)
Ag 0.35664 -1.69797 0.93643
C 1.63576 -0.31840 3.79715
C 0.50891 -1.23508 3.90630
N -0.37412 -1.96790 3.94395
H 2.54892 -0.88742 3.63057
H 1.72570 0.27095 4.70823
H 1.42988 0.32858 2.94350
O -0.57637 0.70589 -0.41296
C -0.53240 1.30291 0.67775
O -0.49202 0.80774 1.83155
C -0.52354 2.83582 0.61982
C -0.73982 3.58414 1.77265
C -0.74769 4.96779 1.72747
C -0.52202 5.58706 0.50914
C -0.29463 4.87138 -0.65460
C -0.30171 3.48794 -0.59035
N -0.52502 7.05720 0.45103
O -0.29845 7.58888 -0.62030
O -0.74674 7.67065 1.47990
H -0.89988 3.05566 2.70216
H -0.92095 5.56768 2.60841
H -0.12097 5.39462 -1.58304
H -0.14133 2.88904 -1.47663
O 3.50450 -1.39093 0.50907
B 2.35966 -2.22648 0.69821
O 2.85256 -3.57280 0.71652
C 4.19806 -3.52119 0.54421
C 5.10575 -4.55526 0.49001
C 6.44794 -4.21644 0.30182
C 6.84372 -2.89083 0.17523
C 5.91356 -1.84983 0.23149
C 4.59446 -2.19608 0.41788
H 4.78377 -5.58300 0.59055
H 7.19185 -5.00144 0.25427
H 7.89103 -2.65914 0.02976
H 6.20959 -0.81437 0.13241
C -4.13178 -1.34340 1.44644
C -2.76883 -1.41032 1.68960
N -1.90241 -1.78873 0.75469
C -2.35871 -2.06976 -0.46178
C -3.70576 -2.02392 -0.80426
C -4.60744 -1.67054 0.18992
C -4.11982 -2.39542 -2.17385
C -3.67037 -1.83001 -3.29266
C -2.81859 -0.62256 -3.35766
C -1.83051 -0.49281 -4.32604
C -1.11672 0.69066 -4.33677
N -1.34557 1.67213 -3.47199
C -2.29706 1.43593 -2.57343
N -3.05865 0.35481 -2.48223
H -4.80471 -1.03795 2.23575
H -2.34128 -1.16275 2.65116
H -1.61718 -2.35336 -1.19854
H -5.66800 -1.62843 -0.02765
H -4.79796 -3.23851 -2.26665
H -3.94661 -2.26651 -4.24677
H -1.62522 -1.28264 -5.03565
H -0.33476 0.86063 -5.06918
H -2.47667 2.21408 -1.84203


(2)
This record from OMol25 describes a molecular structure, C26H20AgBN6S2. The level of theory is ωB97M-V with the def2-TZVPD basis set.

The calculation puts the total energy at -62574.475 eV. The value obtained for the molecular weight is 599.30 g mol⁻¹. For the HOMO-LUMO gap, the calculation gives 6.62 eV. Its spin multiplicity is 1. The value obtained for the maximum force is 0.0209 Eh/bohr. As for the energy above the lowest of the compared OMol25 structures with the same formula, charge and spin: 0.4767 eV.

CARTESIAN COORDINATES (ANGSTROEM)
Ag -0.43861 0.85835 0.68374
S -3.82071 -5.21455 -1.83556
C -5.44841 -5.26625 -1.29646
C -5.76971 -4.19085 -0.53146
C -4.69361 -3.30015 -0.36806
C -3.55021 -3.70005 -1.01136
C -2.26301 -3.04855 -1.06706
C -2.03081 -1.82935 -0.39946
N -0.88751 -1.18775 -0.41046
C 0.15339 -1.70175 -1.09586
C 0.03439 -2.92265 -1.80426
C 1.15979 -3.43055 -2.51536
C 2.33689 -2.76615 -2.52486
C 2.49599 -1.53445 -1.82456
C 3.70359 -0.83095 -1.82156
C 3.80829 0.36805 -1.12186
C 2.65169 0.80105 -0.44446
N 1.50669 0.16285 -0.42996
C 1.39829 -0.99965 -1.10606
C 5.01639 1.15945 -1.06496
C 6.23219 0.90595 -1.64706
C 7.19459 1.89735 -1.38196
C 6.71179 2.90185 -0.60046
S 5.06929 2.65655 -0.17176
C -1.19401 -3.58575 -1.77636
H -6.07261 -6.09275 -1.57896
H -6.74321 -4.03585 -0.09656
H -4.76381 -2.39475 0.20544
H -2.81711 -1.35635 0.17094
H 1.04659 -4.36275 -3.04796
H 3.18619 -3.15615 -3.06576
H 4.54079 -1.23765 -2.36926
H 2.68329 1.72755 0.11404
H 6.43089 0.03635 -2.24616
H 8.20189 1.86975 -1.75306
H 7.22359 3.77615 -0.24836
H -1.31191 -4.51925 -2.30866
B -2.00191 3.45365 2.82514
N -1.29021 2.22865 3.45814
C -1.23771 2.14455 4.78904
C -0.57051 0.98655 5.14244
C -0.24151 0.40825 3.92524
N -0.68351 1.17145 2.91884
N -2.06051 3.56305 1.27834
C -2.66841 4.62255 0.74094
C -2.61311 4.52455 -0.63676
C -1.93211 3.33655 -0.85796
N -1.60591 2.76905 0.30914
H -1.42111 4.42315 3.21334
H -3.13391 3.42735 3.20914
H -1.67121 2.90385 5.40594
H -0.35991 0.62985 6.13094
H 0.28289 -0.50875 3.72374
H -3.10131 5.38095 1.35954
H -3.00651 5.21395 -1.35706
H -1.66471 2.86455 -1.78656


(3)
This record from OMol25 describes a molecular structure, C26H20Br18F2O8. The level of theory is ωB97M-V with the def2-TZVPD basis set.

The calculation puts the total energy at -1309864.658 eV. The value obtained for the molecular weight is 1936.71 g mol⁻¹. For the HOMO-LUMO gap, the calculation gives 8.57 eV. Its spin multiplicity is 1. The value obtained for the maximum force is 0.0600 Eh/bohr. As for the energy above the lowest of the compared OMol25 structures with the same formula, charge and spin: 0.0000 eV.

CARTESIAN COORDINATES (ANGSTROEM)
C 3.88928 0.42843 4.58552
C 3.55820 0.19606 3.11087
O 4.60847 -0.64619 2.67957
C 5.41333 -0.97450 3.72011
O 6.33670 -1.65855 3.61472
O 5.09731 -0.25903 4.80936
F 3.53837 1.31399 2.32737
H 3.12733 0.05023 5.26326
H 3.97504 1.50660 4.74921
H 2.62684 -0.36589 3.00014
C 3.11221 -2.13946 -6.47912
C 4.36902 -2.00277 -5.60626
O 3.98550 -1.15473 -4.56557
C 2.65312 -0.91342 -4.60700
O 2.05192 -0.29118 -3.80964
O 2.08163 -1.56655 -5.64069
F 5.45505 -1.52833 -6.28944
H 2.72812 -3.12658 -6.69597
H 3.16006 -1.49134 -7.35599
H 4.56869 -2.99187 -5.16903
C -4.61628 -1.65568 2.89658
C -3.82098 -2.54850 3.58572
C -2.44654 -2.60235 3.34960
C -1.85938 -1.67550 2.51519
C -2.67031 -0.76633 1.83106
C -4.03901 -0.76205 2.00311
C -2.09227 0.27581 0.96060
O -2.72871 1.18542 0.49533
C -0.66817 0.05063 0.52052
C -0.17284 0.73848 -0.57528
C 1.20374 0.71345 -0.83439
C 2.00382 -0.19052 -0.15165
C 1.47053 -1.03754 0.81054
C 0.13061 -0.91269 1.14668
C -0.38892 -1.75768 2.27007
O 0.30812 -2.61208 2.79112
H -5.66533 -1.55412 3.13404
H -4.22656 -3.17609 4.37103
H -1.84573 -3.28126 3.93922
H -4.65217 -0.07141 1.44701
H -0.66523 1.37087 -1.30401
H 1.64936 1.29620 -1.63096
H 3.08249 -0.20205 -0.26250
H 2.19638 -1.64348 1.33693
C -5.72438 1.44838 5.24122
Br -4.66281 1.94654 3.71774
Br -4.72435 0.29058 6.43142
Br -7.36222 0.49804 4.70057
H -6.02482 2.32884 5.78177
C 5.92385 0.60090 -1.35695
Br 4.94366 1.92480 -2.43015
Br 7.40202 1.40279 -0.48426
Br 6.41995 -0.93003 -2.42189
H 5.19416 0.23436 -0.65564
C -2.48017 1.46094 -4.48660
Br -1.51437 -0.06116 -5.17935
Br -1.23619 2.91713 -4.01481
Br -3.52061 0.96069 -2.95325
H -3.10176 1.79376 -5.29968
C -1.65976 4.19366 -0.34101
Br -0.27281 5.25003 -1.20411
Br -3.41709 5.02610 -0.49725
Br -1.13642 3.80787 1.46280
H -1.73391 3.30190 -0.93915
C -6.85677 3.59349 -0.57572
Br -6.40573 3.55408 -2.47437
Br -6.96233 5.40989 0.10776
Br -5.49737 2.58028 0.35789
H -7.87052 3.25035 -0.46178
C 1.23894 -3.54370 -1.63353
Br 0.72342 -4.16493 -3.42254
Br 3.08455 -3.11226 -1.64389
Br 0.80375 -4.82648 -0.22121
H 0.60721 -2.70328 -1.39096


(4)
This record from OMol25 describes a molecular structure, C26H20BrN4O5W. The level of theory is ωB97M-V with the def2-TZVPD basis set.

The calculation puts the total energy at -115325.513 eV. As for the total charge: +3. The value obtained for the molecular weight is 732.21 g mol⁻¹. For the HOMO-LUMO gap (alpha / beta), the calculation gives 4.16 / 4.15 eV. Its spin multiplicity is 1. The value obtained for the maximum force is 0.0668 Eh/bohr. As for the energy above the lowest of the compared OMol25 structures with the same formula, charge and spin: 2.1667 eV.

CARTESIAN COORDINATES (ANGSTROEM)
W -0.81317 0.00159 0.71647
O 2.89803 3.49800 -1.40066
C 2.27869 2.93612 -2.42369
C 2.73023 3.26303 -3.70554
C 2.11782 2.73814 -4.81630
C 1.03692 1.84194 -4.70631
C 0.59792 1.47572 -3.47010
C 1.20550 2.00023 -2.29836
C 0.74344 1.56633 -1.03321
O -0.10723 0.49821 -0.92131
N 1.11437 2.09491 0.10329
N 0.58876 1.44241 1.17699
C 0.77758 2.00554 2.36621
C 0.44565 1.37492 3.57625
C 0.71369 1.99582 4.81482
C 0.51556 1.30694 5.98565
C 0.05827 -0.01684 5.95214
C -0.20187 -0.66187 4.75080
C -0.03482 0.03808 3.57586
O -0.30242 -0.52162 2.37456
H 2.46532 3.30101 -0.55808
H 3.55850 3.95392 -3.78538
H 2.46740 3.02739 -5.79878
H 0.55664 1.46049 -5.59593
H -0.23616 0.79576 -3.35136
H 1.26886 2.97369 2.37598
H 1.08429 3.01353 4.82276
H 0.72470 1.78030 6.93511
H -0.09973 -0.55332 6.87881
H -0.54514 -1.68775 4.72580
O -1.77034 2.36316 0.12004
C -2.52618 1.45144 0.38130
O -2.35013 0.76377 1.51785
C -3.29606 0.64049 -0.61845
C -4.45265 0.89662 -1.30390
C -4.93806 -0.12029 -2.12615
C -4.23475 -1.31237 -2.22240
C -3.05168 -1.46806 -1.51994
N -2.57910 -0.50875 -0.71908
H -4.97035 1.83975 -1.19197
H -5.86058 0.02424 -2.67312
H -4.59999 -2.12403 -2.83579
H -2.46445 -2.37366 -1.60050
C 3.29937 -3.41169 -1.15425
C 1.97063 -3.30301 -0.47954
C 1.29022 -4.41379 0.02751
C 0.05332 -4.27277 0.64628
C -0.46988 -3.00982 0.73792
Br -2.14914 -2.63092 1.56855
N 0.14643 -1.91521 0.25495
C 1.34903 -2.07062 -0.33819
H 3.67017 -4.43303 -1.14204
H 4.03650 -2.77072 -0.66875
H 3.22883 -3.08942 -2.19475
H 1.72808 -5.40079 -0.05897
H -0.48711 -5.12181 1.04146
H 1.82031 -1.17130 -0.71459